# 1
Here is an isolated molecule of C4H5NO from the Open Molecules 2025 dataset. Energies are from the ωB97M-V functional and the def2-TZVPD basis.

Values from the calculation:
- Kohn-Sham gap: 0.3757 hartree
- Strongest force on any atom: 0.91 eV Å⁻¹
- Structure (SMILES): C#CC(=O)NC
- HOMO level: -0.36189 Ha
- Relative energy (zero: lowest compared OMol25 entry of this formula, charge and spin): 2.338 eV
- LUMO level: 0.38 eV

Last column: natural (NBO) charge in e.
Element x y z (Å)
C  0.953  1.333  0.205  -0.412
N  -0.421  0.892  0.429  -0.638
C  -0.550  -0.474  0.767  0.627
O  -0.406  -0.920  1.878  -0.491
C  -0.811  -1.338  -0.381  -0.157
C  -0.842  -2.060  -1.348  -0.147
H  0.990  2.416  0.095  0.209
H  1.371  0.868  -0.697  0.177
H  1.565  1.032  1.047  0.214
H  -0.996  1.121  -0.383  0.374
H  -0.871  -2.703  -2.209  0.242



# 2
Here is an isolated molecule of C4H5NO in a non-equilibrium geometry from the Open Molecules 2025 dataset. Energies are from the ωB97M-V functional and the def2-TZVPD basis.

Values from the calculation:
- Kohn-Sham gap: 0.3663 hartree
- Strongest force on any atom: 1.12 eV Å⁻¹
- Structure (SMILES): O=C1C=CNC1
- HOMO level: -0.33504 Ha
- Relative energy (zero: lowest compared OMol25 entry of this formula, charge and spin): 1.590 eV
- LUMO level: 0.85 eV

Last column: natural (NBO) charge in e.
Element x y z (Å)
O  -0.446  -0.359  -2.101  -0.533
C  -0.592  -0.529  0.887  0.048
N  -0.297  0.845  0.759  -0.593
C  0.642  0.948  -0.363  -0.328
C  0.173  -0.323  -1.065  0.542
C  0.003  -1.334  -0.008  -0.392
H  -1.451  -0.833  1.464  0.215
H  0.026  1.242  1.631  0.382
H  0.490  1.830  -0.987  0.223
H  1.691  0.885  -0.041  0.202
H  -0.239  -2.371  -0.175  0.233



# 3
Here is an isolated molecule of C4H5NO from the Open Molecules 2025 dataset. Energies are from the ωB97M-V functional and the def2-TZVPD basis.

Values from the calculation:
- Kohn-Sham gap: 0.4027 hartree
- Strongest force on any atom: 0.55 eV Å⁻¹
- HOMO level: -0.36848 Ha
- Relative energy (zero: lowest compared OMol25 entry of this formula, charge and spin): 4.061 eV
- LUMO level: 0.93 eV

Last column: natural (NBO) charge in e.
Element x y z (Å)
O  1.910  -0.421  -0.141  -0.606
C  1.103  -1.322  -0.263  0.532
N  -0.235  -1.128  -0.465  -0.615
C  -0.782  0.182  -0.293  -0.231
C  -1.655  0.187  1.184  -0.131
C  -0.690  0.961  1.391  -0.242
H  1.385  -2.389  -0.241  0.122
H  -0.858  -1.907  -0.299  0.407
H  0.029  0.878  -0.541  0.256
H  -1.594  0.389  -0.988  0.243
H  0.136  1.595  1.653  0.264



Q: Which formula does entry 3 have?
A: C4H5NO